(1)
C40H88N4O8 | wB97M-V/def2-TZVPD

```
140
Properties=species:S:1:pos:R:3:forces:R:3
O 0.399 -1.616 0.877 -0.092 0.960 -0.222
O -0.950 1.677 -5.006 1.368 -0.525 -0.088
O -4.032 -2.458 1.373 -0.417 2.047 -0.816
O -2.042 -3.260 -0.262 0.587 -0.289 0.700
O -5.141 -0.537 3.078 0.303 0.185 0.858
O 0.658 -0.087 3.161 -0.361 -0.832 -1.587
O 0.890 2.697 -3.215 -0.569 0.657 -0.180
O -0.561 -5.357 1.434 -1.464 -0.834 -1.329
N -2.271 1.801 -5.280 -3.016 0.306 -0.128
N 0.178 -4.444 2.129 2.048 0.874 1.305
N 1.303 1.158 3.019 0.786 0.655 -0.272
N 2.233 2.501 -2.835 0.492 -0.709 0.616
C -4.300 -0.096 2.027 1.201 -1.231 0.456
C -1.731 -3.660 3.543 0.219 1.074 -1.769
C 1.887 3.720 -0.782 -0.816 -0.736 1.045
C 1.781 0.260 -3.802 1.142 -2.580 0.794
C -0.737 2.273 2.570 -0.318 2.387 -0.295
C 2.063 -6.273 2.554 0.258 -0.032 -0.639
C -1.394 -2.096 -0.746 -1.260 0.512 0.504
C 3.652 2.038 -0.911 -0.379 0.220 -1.318
C 3.453 2.387 3.271 -1.618 0.499 0.074
C 2.505 -3.845 2.842 0.068 -0.660 0.183
C -3.121 0.748 -4.622 0.747 0.257 -0.700
C -2.565 3.714 -3.616 -0.979 -0.303 -0.368
C -4.432 -1.091 0.899 -0.026 -1.605 0.142
C 4.105 0.946 -3.180 0.449 2.154 -0.403
C 2.807 0.456 4.890 -1.411 -0.120 0.395
C 0.558 -3.406 4.309 -0.163 1.430 -0.631
C 2.023 -4.599 0.558 -0.109 -0.422 -0.900
C -2.763 3.209 -5.051 0.456 -0.574 -0.092
C -4.244 3.275 -5.484 0.820 1.437 -1.045
C 2.204 2.344 -1.358 0.832 -0.849 0.345
C 4.170 0.851 -1.691 -1.971 -1.393 0.889
C 1.271 1.268 -0.758 -0.201 -0.778 -0.182
C 2.879 1.958 -5.096 2.176 -0.253 -0.648
C 1.636 -4.862 1.993 1.234 1.247 1.645
C 1.230 3.563 3.377 -0.423 0.511 -0.471
C -2.641 -0.651 -5.125 0.435 0.940 -0.621
C 0.429 2.252 3.547 -0.034 -0.158 0.154
C -3.002 0.752 -3.113 0.313 -0.774 0.352
C -5.208 2.310 -4.903 1.003 -0.878 1.015
C 2.652 3.531 3.933 -0.085 0.729 -1.016
C -4.569 0.936 -5.061 -0.395 -0.993 -0.180
C -1.959 4.035 -6.055 1.184 -1.029 0.527
C -0.576 -5.621 4.228 2.076 -0.821 1.907
C -0.875 -1.206 0.357 0.805 -0.029 -0.234
C 2.728 1.022 3.478 0.424 0.475 0.581
C 2.028 -3.757 4.296 0.574 1.322 -0.414
C -0.347 -4.330 3.522 -0.262 0.889 0.144
C -0.138 2.062 4.980 0.737 0.018 0.051
C 3.383 -0.074 2.671 1.736 -0.601 -2.016
C 2.746 1.423 -3.717 -0.397 -0.517 0.513
H -0.736 2.012 -4.128 0.092 0.060 0.422
H 3.012 -1.045 2.964 -0.322 -0.166 0.075
H -2.665 -2.908 0.416 0.111 -0.848 -0.266
H 4.397 0.008 -3.613 -0.019 -0.488 -0.415
H -0.242 2.408 1.624 -0.148 0.154 -0.777
H -2.372 3.709 -6.995 0.615 0.053 -0.727
H 0.758 0.494 -3.976 -0.662 0.409 0.102
H 1.916 -3.535 0.280 -0.060 -0.488 0.185
H 4.209 2.937 -1.123 0.586 0.316 -0.137
H -5.287 2.491 -3.845 -0.304 0.287 0.674
H 3.592 -4.165 2.723 -1.310 0.522 0.262
H -4.587 0.695 -6.123 -0.242 -0.377 -0.131
H -4.571 4.308 -5.318 0.004 0.020 -0.017
H -4.450 -2.522 2.237 0.011 -0.154 0.255
H 3.256 0.002 1.565 -0.277 0.164 0.651
H 2.103 -4.684 4.800 0.594 -0.933 0.725
H -4.669 0.825 1.666 -0.024 1.447 -0.423
H -1.309 -5.453 5.034 0.175 -0.430 -0.415
H -2.075 -3.566 4.561 -0.092 0.136 0.238
H -2.032 1.128 -2.887 0.904 0.264 0.584
H -0.427 1.011 5.038 -0.294 0.074 0.222
H -2.570 4.793 -3.622 -0.079 0.368 0.104
H 4.901 1.695 -3.459 -0.766 -0.550 -0.099
H 2.625 3.496 5.004 0.125 -0.318 0.730
H 4.492 2.422 3.606 -0.103 -0.457 -0.190
H -0.902 -6.298 3.479 -0.523 -1.120 -0.187
H 0.681 4.406 3.858 0.143 -0.604 -0.267
H 0.186 -3.386 5.324 -0.136 0.063 0.411
H -1.637 -1.194 1.138 0.033 0.173 0.286
H 3.138 1.078 -5.734 0.064 0.965 0.170
H 3.132 -6.528 2.242 -1.440 0.465 0.123
H 3.053 4.545 3.680 0.184 -0.885 0.182
H -5.047 0.141 -4.455 -0.496 0.358 -0.654
H -0.717 -0.178 -0.027 -0.164 -0.552 0.257
H 3.721 -0.107 5.002 0.053 -0.457 0.184
H 1.867 -0.150 4.966 1.211 -0.120 0.233
H 0.626 -0.507 2.216 0.179 0.789 1.837
H 0.367 -2.485 1.295 -0.485 -0.753 0.208
H -3.400 3.344 -3.015 0.273 0.280 0.231
H 2.065 3.524 0.317 -0.246 1.060 -1.000
H 2.385 -2.817 2.492 0.137 -0.216 -0.618
H 1.919 -0.300 -2.842 -0.638 0.088 -0.895
H 2.643 -2.977 4.837 -0.706 -0.854 -0.380
H 0.353 -2.396 3.880 0.584 -0.393 0.437
H -1.643 3.391 -3.169 0.514 -0.153 0.267
H -1.009 2.730 5.180 0.651 -0.501 -0.266
H 2.002 2.398 -5.480 -1.210 0.428 -0.364
H 0.264 1.498 -1.113 -0.205 -0.096 0.365
H -1.663 -0.913 -4.706 -0.002 0.290 -0.170
H -1.433 3.164 2.722 0.918 -1.024 0.006
H -3.711 1.293 -2.518 -0.589 0.574 -0.090
H -5.471 -1.192 0.506 0.654 0.359 0.435
H 5.169 0.630 -1.465 1.501 -0.417 0.763
H -3.210 -0.030 2.395 -1.487 0.013 -0.714
H 3.717 1.867 0.153 -0.182 -0.124 0.332
H 1.394 -5.211 -0.077 -0.297 0.055 -0.379
H 3.537 -0.023 -1.355 0.818 0.561 -0.244
H -1.004 -4.823 0.746 -0.064 -0.210 0.113
H -3.019 -0.260 -2.722 -0.061 -0.283 -0.037
H -1.724 -2.658 3.043 0.192 -0.542 0.547
H 0.857 4.122 -0.959 0.714 -0.633 0.239
H 2.592 4.389 -1.249 0.301 0.499 0.322
H 1.392 -7.095 2.212 0.453 0.595 0.351
H -2.579 -0.693 -6.246 -0.131 0.076 1.052
H 4.518 -0.195 2.772 -1.418 0.718 0.348
H -2.216 -1.547 -1.197 0.226 0.569 -0.714
H -2.451 -4.221 2.960 -0.231 -0.447 0.042
H 2.760 1.141 5.717 0.014 0.770 0.212
H -1.338 1.406 2.471 -0.402 -1.061 0.446
H 3.036 -4.909 0.287 0.085 0.074 0.492
H 2.098 -6.206 3.658 -0.206 -0.421 -0.747
H -6.207 2.423 -5.319 0.029 -0.286 -0.190
H 3.689 2.710 -5.084 -0.243 -0.262 -0.426
H -4.853 -0.062 3.879 -0.377 -0.417 -0.373
H 0.631 2.231 5.758 -0.375 0.018 -0.324
H -4.190 3.156 -6.576 -0.342 -0.111 0.145
H 3.349 2.608 2.197 0.605 -0.177 0.098
H -0.856 3.777 -5.932 -1.429 0.391 -0.480
H -2.082 5.094 -5.970 -0.225 0.712 0.270
H 0.923 3.622 -3.448 -0.437 0.466 -0.276
H 0.388 -6.000 4.747 -1.639 0.345 -0.930
H -0.643 -2.322 -1.473 0.431 -0.345 -0.408
H 2.045 -0.467 -4.627 0.043 0.842 0.827
H 1.339 1.223 0.346 -0.226 0.694 -0.339
H 1.452 0.189 -0.994 0.173 1.054 -0.328
H -3.311 -1.399 -4.744 -0.545 -0.396 -0.036
H -3.783 -0.782 0.066 -0.106 -0.376 0.280
H 1.291 3.834 2.279 -0.141 -0.430 1.061
```
Forces are in eV/Å.

Molar mass (g/mol): 753.16
Largest force on an atom (eV Å⁻¹): 3.03
Multiplicity: 1
SMILES string: CC1(C)CCCC(C)(C)N1O.CC1(C)CCCC(C)(C)N1O.CC1(C)CCCC(C)(C)N1O.CC1(C)CCCC(C)(C)N1O.OCCO.OCCO
Relative energy (zero: lowest compared OMol25 entry of this formula, charge and spin) (kJ/mol): 48.6
Frontier orbital gap (eV): 8.63

***

(2)
C5H10O | wB97M-V/def2-TZVPD

```
16
Properties=species:S:1:pos:R:3:forces:R:3
O -2.118 -0.508 0.848 0.070 -0.092 0.179
C 2.111 0.558 0.152 0.047 0.043 0.033
C -0.218 -0.367 0.071 0.038 0.175 -0.312
C -1.136 0.681 0.645 -0.037 0.170 0.232
C -1.472 -0.987 -0.480 -0.102 -0.242 -0.087
C 1.031 -0.088 -0.716 0.071 -0.055 -0.036
H -2.087 -0.437 -1.218 0.174 -0.023 0.047
H 2.331 -0.074 1.019 -0.031 0.083 -0.127
H -1.578 -2.067 -0.613 0.050 0.153 0.005
H -1.293 -0.992 1.322 -0.280 0.025 0.042
H 0.857 0.552 -1.602 -0.030 -0.071 0.120
H 1.781 1.535 0.529 0.046 -0.136 -0.053
H -0.926 1.192 1.588 0.005 -0.079 -0.154
H 1.413 -1.041 -1.107 -0.060 0.131 0.040
H 3.037 0.716 -0.410 -0.126 -0.005 0.079
H -1.733 1.327 -0.027 0.164 -0.078 -0.007
```
Forces are in eV/Å.

Molar mass (g/mol): 86.13
Largest force on an atom (eV Å⁻¹): 0.36
Multiplicity: 1
Relative energy (zero: lowest compared OMol25 entry of this formula, charge and spin) (kJ/mol): 495.6
Frontier orbital gap (eV): 8.19

***

(3)
C9H16OS | wB97M-V/def2-TZVPD

```
27
Properties=species:S:1:pos:R:3:forces:R:3
S -2.714 0.335 0.566 -1.000 0.448 -0.197
O -0.991 -1.712 0.693 0.211 -0.213 -0.769
C 0.439 -1.988 0.505 -0.250 -1.425 -0.182
C 1.154 -0.756 -0.013 -1.181 2.105 1.186
C 0.355 2.590 0.654 -0.794 -3.374 1.100
C -0.051 0.178 -0.170 -0.999 0.640 -0.211
C 0.103 1.665 -0.610 0.485 -1.769 1.614
C -1.211 -0.417 0.262 3.195 0.100 -0.840
C 1.916 -0.990 -1.274 -0.257 -2.449 0.558
C -3.888 -0.496 -0.537 -1.805 -0.890 -1.474
C 2.012 -0.102 1.067 1.639 -1.918 -0.567
H 2.752 -1.681 -0.977 -0.633 0.397 -0.844
H 1.213 -1.424 -2.002 0.613 -0.158 -0.001
H -4.326 -1.438 -0.109 0.690 0.831 -0.187
H -3.537 -0.754 -1.584 0.215 0.407 1.371
H 1.398 2.647 1.059 -0.866 -0.850 -0.310
H 0.954 1.724 -1.313 -0.731 0.184 -0.028
H 1.382 0.116 1.843 -1.575 0.366 2.377
H 0.683 -2.780 -0.281 -1.100 0.418 1.245
H 2.468 0.831 0.858 0.558 0.756 -0.939
H -0.893 1.797 -1.036 0.348 1.032 -0.330
H -4.802 0.154 -0.754 1.364 -0.400 0.687
H 0.684 -2.322 1.523 0.714 -0.050 -0.492
H -0.416 2.154 1.449 1.824 1.503 -1.323
H 2.801 -0.786 1.446 -0.352 0.255 -0.275
H 2.315 -0.117 -1.673 0.813 1.632 -0.665
H 0.201 3.574 0.408 -1.128 2.424 -0.503
```
Forces are in eV/Å.

Molar mass (g/mol): 172.29
Largest force on an atom (eV Å⁻¹): 3.64
Multiplicity: 1
SMILES string: CCC1=C(SC)OCC1(C)C
Relative energy (zero: lowest compared OMol25 entry of this formula, charge and spin) (kJ/mol): 0.0
Frontier orbital gap (eV): 8.80

***

(4)
CHN2OS | wB97M-V/def2-TZVPD

```
6
Properties=species:S:1:pos:R:3:forces:R:3
S 0.571 -1.766 1.112 0.864 -0.318 -1.010
O 1.151 0.298 -1.829 -1.572 0.275 1.128
N 0.043 0.176 -1.206 3.048 -2.967 -3.391
N -1.092 1.518 0.391 0.315 0.649 0.741
C -0.293 0.936 -0.221 -1.694 1.738 1.897
H -0.380 -1.162 1.753 -0.962 0.623 0.634
```
Forces are in eV/Å.

Molar mass (g/mol): 89.10
Largest force on an atom (eV Å⁻¹): 5.44
Multiplicity: 1
Relative energy (zero: lowest compared OMol25 entry of this formula, charge and spin) (kJ/mol): 256.1
Net charge: -1
Frontier orbital gap (alpha / beta) (eV): 7.87 / 5.36

***

(5)
C4H9N4 | wB97M-V/def2-TZVPD

```
17
Properties=species:S:1:pos:R:3:forces:R:3
N 2.755 -1.536 0.870 1.237 0.919 0.540
N -1.559 1.723 3.261 -2.696 0.058 3.383
N -0.097 -1.014 -2.899 -4.627 -0.411 -0.467
N -0.988 0.833 -0.009 2.326 -1.300 -0.189
C 1.663 -0.833 1.106 -2.085 0.366 0.331
C -1.267 0.969 2.347 1.033 -2.824 -2.619
C 0.581 -0.323 1.352 0.949 -0.387 -0.034
C -0.562 0.502 1.295 -0.794 1.641 -2.174
H 0.481 -0.703 -3.650 0.686 -0.239 -0.673
H 2.982 -1.602 -0.128 0.190 -0.094 0.645
H -0.220 -2.048 -2.912 0.986 0.863 -0.056
H -0.305 0.569 -0.790 -1.566 0.310 1.543
H -2.383 1.434 3.924 1.874 1.150 -1.343
H 3.524 -1.216 1.506 -0.590 -0.815 -1.131
H -1.131 -0.808 -3.316 2.979 -0.062 1.337
H -1.715 1.484 -0.256 -0.078 0.013 0.464
H -1.000 2.521 3.493 0.178 0.813 0.443
```
Forces are in eV/Å.

Molar mass (g/mol): 113.14
Largest force on an atom (eV Å⁻¹): 4.67
Multiplicity: 1
Relative energy (zero: lowest compared OMol25 entry of this formula, charge and spin) (kJ/mol): 387.3
Net charge: +1
Frontier orbital gap (eV): 8.95

***

(6)
C5H7NO | wB97M-V/def2-TZVPD

```
14
Properties=species:S:1:pos:R:3:forces:R:3
O -1.635 0.136 -0.268 0.007 0.048 0.129
N -1.273 1.718 1.465 -0.568 -0.030 -0.151
C -0.936 1.139 0.402 -0.223 0.677 0.137
C 0.318 1.340 -0.294 -0.254 0.590 0.881
C 0.593 -0.564 -1.016 0.058 -1.083 -0.109
C 0.913 -0.078 0.182 0.816 0.998 -1.188
C -0.901 -0.569 -1.280 0.072 0.009 -0.147
H 1.313 -0.848 -1.772 -0.179 -1.281 -0.217
H 0.081 1.610 -1.348 0.780 -0.655 0.201
H 1.849 -0.092 0.719 0.357 0.001 -0.500
H -2.133 1.330 1.829 -0.270 -0.155 0.203
H -1.198 -0.228 -2.279 0.070 0.084 0.135
H -1.169 -1.630 -1.184 -0.197 0.213 -0.099
H 1.115 2.004 0.002 -0.469 0.585 0.724
```
Forces are in eV/Å.

Molar mass (g/mol): 97.12
Largest force on an atom (eV Å⁻¹): 1.75
Multiplicity: 1
SMILES string: [H]/N=C1/CC=CCO1
Relative energy (zero: lowest compared OMol25 entry of this formula, charge and spin) (kJ/mol): 438.1
Frontier orbital gap (eV): 8.80

***

Number 6 is which compound? C5H7NO

***

What is the formula in the fourth record? CHN2OS